Entry 1:
Entry from the Open Molecules 2025 dataset: 2 unconnected molecules or ions with the total composition C5H6NO3P in a non-equilibrium geometry (the ωB97M-V functional and the def2-TZVPD basis).

Output
Kohn-Sham gap in eV: 6.56
F_max in eV Å⁻¹: 3.36
E_LUMO in eV: 6.38
Total charge: -2
Relative energy (zero: lowest compared OMol25 entry of this formula, charge and spin) in kcal per mole: 5.95
HOMO energy in eV: -0.178

XYZ file:
```
16
Properties=species:S:1:pos:R:3:lowdin_charge:R:1
C -1.91093 -0.63343 -0.16670 -0.169
C -1.21349 -1.78506 -0.53097 -0.193
C -0.98378 0.40159 0.20450 -0.419
C 0.33129 -0.07434 -0.00599 -0.132
C -1.40048 1.73786 0.62767 -0.158
N 0.15574 -1.36640 -0.39693 -0.096
O 3.42079 0.43786 1.45307 -0.472
O 3.17439 -1.31259 -0.33231 -0.492
O 3.21739 1.25840 -1.03103 -0.506
P 3.01234 0.16258 0.03770 0.212
H -2.93884 -0.55651 0.01533 0.036
H -1.51274 -2.79068 -1.01060 0.073
H -1.78069 1.92186 1.68192 0.057
H -0.45229 2.22729 0.53711 0.037
H -2.09525 2.27817 -0.21206 0.093
H 0.97657 -1.90658 -0.87072 0.131
```


Entry 2:
Entry from the Open Molecules 2025 dataset: C5H6O in the gas phase (the ωB97M-V functional and the def2-TZVPD basis).

Output
Kohn-Sham gap in eV: 9.80
F_max in eV Å⁻¹: 0.67
Structure (SMILES): Cc1ccoc1
E_LUMO in eV: 1.11
Relative energy (zero: lowest compared OMol25 entry of this formula, charge and spin) in kcal per mole: 9.30
HOMO energy in eV: -8.689

XYZ file:
```
12
Properties=species:S:1:pos:R:3:lowdin_charge:R:1
C 1.05841 0.70539 1.24524 -0.054
C 0.21861 0.07452 0.16443 -0.265
C -1.18846 0.26259 -0.12743 -0.036
C -1.48830 -0.60231 -1.11778 -0.140
O -0.39132 -1.27088 -1.53791 -0.003
C 0.63559 -0.83359 -0.75810 -0.091
H 2.11648 0.42935 1.15430 0.077
H 0.73647 0.40277 2.25103 0.078
H 0.99722 1.79693 1.20624 0.075
H -1.86549 1.05874 0.14947 0.108
H -2.43152 -0.77943 -1.61285 0.121
H 1.60232 -1.24409 -1.01666 0.129
```